Formula: C37H90N6O10P
Source: the OMol25 dataset
Level of theory: wB97M-V/def2-TZVPD

Geometry as XYZ:
```
144
Properties=species:S:1:pos:R:3:forces:R:3:mulliken_spin:R:1
C 5.77169 0.05204 3.11920 0.0 -0.3 -0.5 0.000
C 5.64115 0.75360 1.77253 0.3 0.0 0.5 0.000
O 4.71852 1.85268 1.85423 0.0 -0.5 -0.6 0.000
P 3.36225 1.90623 1.02272 -0.3 0.6 0.2 0.000
O 2.95688 3.29950 0.79727 0.0 0.0 0.0 0.000
C 2.13400 1.02825 2.01626 0.0 0.3 0.0 0.000
C 0.74546 1.65488 1.84437 -0.2 -0.2 0.0 -0.003
C -0.39719 0.79887 2.41812 0.0 -0.1 -0.2 -0.031
C -0.06299 0.44321 3.88001 0.3 0.2 0.0 0.005
O 0.79733 -0.67288 3.99596 -0.1 0.0 -0.1 -0.001
C 0.24424 -1.84685 4.55714 0.4 0.0 0.2 0.000
C -0.61543 -0.46520 1.56390 -0.3 0.0 0.4 0.029
C -1.69312 -0.38744 0.48450 0.0 -0.6 -0.4 -0.001
C -1.86218 -1.79335 -0.10296 0.0 0.1 0.1 0.023
C -1.34915 0.56864 -0.66905 -0.2 0.2 0.1 0.032
N -3.01117 0.00353 1.05766 0.8 0.9 -0.2 0.404
O -3.91133 0.21199 0.18369 -0.3 -0.2 0.1 0.529
C -3.00487 0.87752 2.27862 -0.5 -0.1 0.2 -0.031
C -3.31637 -0.03211 3.47183 -0.2 -0.1 -0.3 0.044
C -4.12368 1.91180 2.18350 0.2 0.1 0.2 0.013
C -1.68163 1.63839 2.40022 0.1 0.0 0.0 0.016
O 3.63037 1.10479 -0.33221 0.0 -0.4 0.4 0.000
C 2.73550 0.05704 -0.74675 0.0 -0.3 -0.5 -0.001
C 3.02065 -1.31559 -0.13496 0.0 -0.1 0.0 0.000
H 5.12575 -0.82492 3.15549 -0.2 0.1 0.2 0.000
H 6.78956 -0.32117 3.21953 0.1 0.1 0.2 0.000
H 5.53739 0.72213 3.93847 0.1 0.1 0.1 0.000
H 6.59773 1.16790 1.46279 0.0 0.2 0.0 0.000
H 5.34806 0.04001 1.01052 -0.1 0.1 -0.2 0.000
H 2.46184 1.18966 3.04398 0.1 -0.1 0.1 0.000
H 2.13064 -0.04910 1.87714 0.1 0.0 -0.1 0.000
H 0.74970 2.62526 2.34244 0.0 0.1 0.0 0.000
H 0.52180 1.87103 0.80006 0.1 0.0 -0.1 0.000
H -0.96096 0.31766 4.48237 -0.1 -0.2 0.0 0.000
H 0.46608 1.30262 4.30463 0.0 0.1 0.1 -0.001
H 0.59763 -1.96931 5.58379 0.0 0.0 0.1 0.000
H -0.84416 -1.83377 4.57589 -0.1 0.0 -0.1 -0.001
H 0.60556 -2.69925 3.98352 -0.1 -0.1 -0.1 0.000
H 0.29570 -0.77765 1.05439 0.1 0.0 0.1 -0.003
H -0.87275 -1.29009 2.23012 0.0 -0.1 -0.1 0.003
H -0.95131 -2.08997 -0.62190 0.1 0.0 0.0 0.001
H -2.06060 -2.51572 0.68695 -0.1 -0.1 0.0 0.001
H -2.68456 -1.79801 -0.81274 -0.1 0.0 0.0 -0.006
H -0.28369 0.57174 -0.88198 0.1 -0.1 0.0 -0.006
H -1.65545 1.58964 -0.45341 0.1 0.1 0.0 0.006
H -1.87721 0.26486 -1.56828 -0.1 0.0 -0.1 -0.007
H -3.45582 0.54290 4.38445 0.2 0.0 0.1 0.002
H -2.56133 -0.80027 3.60610 0.0 0.0 0.1 -0.016
H -4.25727 -0.54034 3.26128 -0.1 0.0 0.0 -0.005
H -5.09995 1.44487 2.13384 -0.1 0.0 -0.2 -0.003
H -3.97870 2.58561 1.34331 -0.1 -0.1 -0.2 0.006
H -4.09307 2.51657 3.09086 0.0 0.0 0.1 0.000
H -1.75014 2.23489 3.31319 0.1 0.1 0.1 -0.001
H -1.62518 2.35508 1.58082 0.0 0.1 -0.1 -0.002
H 1.69862 0.35247 -0.59683 0.0 0.1 0.2 -0.001
H 2.86982 -0.02289 -1.82037 0.0 0.2 -0.2 0.000
H 3.81193 -1.27621 0.60729 0.1 0.1 0.1 0.000
H 2.14331 -1.74384 0.34706 -0.1 0.0 0.0 0.000
H 3.33723 -2.01318 -0.90628 0.1 -0.1 0.0 0.000
C 3.00461 -7.92426 4.85899 0.1 0.0 0.1 0.000
C 3.16996 -7.06950 3.60633 -0.1 -0.1 0.0 0.000
C 2.51071 -5.68773 3.69612 0.1 0.1 -0.1 0.000
O 1.10174 -5.68576 3.57973 0.0 0.0 0.0 0.000
C 0.39114 -6.01089 4.75883 -0.1 0.1 -0.1 0.000
N 2.71501 -7.83524 2.44318 0.0 0.2 0.0 0.000
H 2.01596 -8.37930 4.91049 0.0 0.0 0.0 0.000
H 3.72963 -8.73709 4.85214 0.0 0.0 0.0 0.000
H 3.16213 -7.33805 5.76632 0.0 0.0 0.0 0.000
H 4.24070 -6.88476 3.47632 0.0 0.1 0.0 0.000
H 2.86656 -5.08925 2.85320 0.0 0.0 0.0 0.000
H 2.81365 -5.16861 4.61638 0.0 -0.1 0.0 0.000
H 0.89517 -5.61971 5.64816 0.0 0.0 0.0 0.000
H 0.24809 -7.08836 4.86615 0.1 0.0 0.1 0.000
H -0.59177 -5.54619 4.68163 0.0 0.0 0.0 0.000
H 2.94606 -7.33285 1.59156 0.1 -0.1 0.0 0.000
H 1.69937 -7.86155 2.46023 0.0 -0.1 0.0 0.000
C 2.32560 6.77644 4.36909 -0.1 0.0 0.0 0.000
C 2.67586 5.50212 3.60475 0.1 0.2 0.0 0.000
C 3.34721 4.41928 4.46084 -0.1 -0.1 -0.1 0.000
O 4.70203 4.65508 4.78891 0.0 0.0 0.1 0.000
C 4.91874 5.54016 5.86740 0.1 0.0 -0.1 0.000
N 3.45215 5.84082 2.41437 0.1 -0.2 0.2 0.000
H 3.19826 7.41331 4.51205 0.0 0.0 0.0 0.000
H 1.59637 7.35733 3.80508 0.0 0.0 0.0 0.000
H 1.89666 6.55450 5.34938 0.0 0.0 0.0 0.000
H 1.73565 5.06062 3.25577 0.0 -0.1 0.0 0.000
H 3.35347 3.49340 3.87886 0.1 0.0 0.0 0.000
H 2.76959 4.23125 5.37907 0.0 0.1 0.0 0.000
H 4.15114 5.42384 6.63949 0.0 0.0 0.0 0.000
H 4.94548 6.58272 5.54080 -0.1 0.0 0.0 0.000
H 5.88897 5.29586 6.29994 0.0 0.0 0.0 0.000
H 3.55743 4.98871 1.86704 -0.1 0.1 -0.2 0.000
H 4.39291 6.08443 2.71227 0.0 0.1 0.0 0.000
C 3.00651 0.96749 -7.32528 0.0 0.0 -0.1 0.000
C 3.00377 1.62215 -5.94743 -0.1 -0.1 -0.1 0.000
C 3.62088 0.75679 -4.84307 0.1 0.1 0.1 0.000
O 2.80713 -0.31601 -4.40437 0.0 0.0 0.0 0.000
C 2.80748 -1.46420 -5.23396 -0.1 0.0 0.1 0.000
N 1.63852 2.04580 -5.62252 0.1 -0.1 0.1 0.000
H 2.21170 0.22818 -7.42125 0.0 0.0 0.1 0.000
H 2.84100 1.72113 -8.09558 0.0 0.0 0.0 0.000
H 3.95953 0.47751 -7.53309 0.0 0.0 0.0 0.000
H 3.62034 2.52341 -6.01211 0.0 0.0 0.1 0.000
H 3.76320 1.38669 -3.96083 0.0 0.0 0.0 0.000
H 4.61054 0.38362 -5.13932 0.0 0.0 -0.1 0.000
H 3.79204 -1.63147 -5.68051 0.0 0.0 0.0 0.000
H 2.05404 -1.39652 -6.02168 0.1 0.0 -0.1 0.000
H 2.55732 -2.31864 -4.60525 0.0 0.0 0.0 0.000
H 1.65075 2.59784 -4.76967 0.0 0.1 -0.1 0.000
H 1.10727 1.21250 -5.38056 -0.1 0.0 -0.1 0.000
C -8.37891 -2.36557 0.15560 0.0 -0.1 0.1 0.000
C -7.29473 -1.30324 0.31775 -0.1 -0.1 -0.1 -0.002
C -7.83493 0.09709 0.63323 0.1 0.0 0.1 0.003
O -8.42269 0.77600 -0.45827 -0.1 0.0 0.0 0.000
C -9.75570 0.41519 -0.75468 0.0 0.1 -0.1 0.000
N -6.42387 -1.31593 -0.85635 0.0 0.1 0.0 0.002
H -8.85616 -2.30830 -0.82224 0.0 0.1 0.0 0.000
H -7.94007 -3.35960 0.23825 0.0 0.0 0.0 0.000
H -9.15132 -2.27184 0.92219 0.0 0.0 0.0 0.000
H -6.68163 -1.59229 1.17834 0.0 0.1 0.0 -0.001
H -6.99032 0.72089 0.93228 0.0 0.0 0.0 -0.001
H -8.53960 0.06495 1.47731 0.0 -0.1 0.0 0.000
H -10.32104 0.19494 0.15654 0.0 0.0 0.0 0.000
H -9.80632 -0.44485 -1.42707 0.0 0.0 0.1 0.000
H -10.21867 1.26464 -1.25625 0.0 0.0 0.0 0.000
H -5.61655 -0.72175 -0.68019 0.0 -0.1 0.0 0.006
H -6.92739 -0.86686 -1.61635 0.0 -0.1 0.0 0.000
C -2.77054 1.65361 -9.34609 0.0 0.0 -0.1 0.000
C -1.30707 1.69251 -8.91539 -0.2 0.0 0.1 0.000
C -0.59628 0.33417 -8.97256 0.2 0.1 -0.1 0.000
O -0.91375 -0.56154 -7.92429 0.0 0.0 0.0 0.000
C -2.12489 -1.27471 -8.07849 0.1 0.0 0.1 0.000
N -1.21230 2.31861 -7.59571 0.2 -0.1 -0.1 0.000
H -3.41311 1.26533 -8.55622 0.0 0.0 0.0 0.000
H -3.11723 2.66123 -9.57253 0.0 0.0 0.0 0.000
H -2.91070 1.03908 -10.23801 0.0 0.0 0.0 0.000
H -0.77526 2.33591 -9.62351 0.0 0.0 0.0 0.000
H 0.47565 0.51663 -8.87150 0.0 0.0 0.0 0.000
H -0.75511 -0.15200 -9.94562 -0.1 0.0 0.0 0.000
H -2.30481 -1.52948 -9.12739 0.0 0.0 0.0 0.000
H -2.97923 -0.71479 -7.69095 0.0 0.0 -0.1 0.000
H -2.03576 -2.19679 -7.50475 0.0 0.0 0.0 0.000
H -0.23245 2.44661 -7.35329 0.0 0.1 0.1 0.000
H -1.55077 1.64642 -6.91260 -0.1 0.1 0.0 0.000
```
Forces are in eV/Å.

Calculated values
**Total charge**: 0
**E**: -78530.87241 eV
**HOMO-LUMO gap (alpha / beta)**: 8.622 / 8.754 eV
**HOMO (alpha / beta)**: -8.342 / -8.488 eV
**Spin multiplicity**: 2
**Maximum force**: 1.2 eV Å⁻¹